w) The following is a quantum chemistry calculation of a 2-piece molecular cluster, C3H5BrS overall, from OMol25.

Each line ends with the Mulliken charge.
CARTESIAN COORDINATES (ANGSTROEM)
C1 0.23697 0.06225 -0.03947  -0.3450
C2 1.51829 0.24789 0.08458  -0.0488
C3 -2.42796 -0.57510 0.65871  -0.6974
S1 2.74541 0.40410 -1.21653  -0.2149
Br1 -3.31702 -0.24992 -0.91656  -0.0401
H1 -2.02024 -1.58134 0.72842  0.3812
H2 -0.42643 -0.34188 -0.84009  0.2060
H3 2.04130 0.56173 1.08125  0.2354
H4 -2.12867 0.29036 1.19222  0.3852
H5 3.77834 1.18191 -0.73253  0.1384

Values from the calculation:
E_HOMO (spin up / spin down) (eV): -8.5 / -9.0
LUMO (spin up / spin down) (eV): -0.7983 / -0.1716
Gap between HOMO and LUMO (spin up / spin down) (eV): 7.722 / 8.833

---

x) The following is a quantum chemistry calculation of a 2-piece molecular cluster, C3H5BrS overall, from OMol25.

Each line ends with the Mulliken charge.
CARTESIAN COORDINATES (ANGSTROEM)
S1 -1.87968 -1.85407 -0.35402  -0.1180
C1 -2.46887 -0.61664 0.60725  -0.1865
Br1 -3.28962 0.90880 -0.08208  0.0001
H1 -2.55818 -0.63471 1.77173  0.3016
C2 2.24162 0.75807 -0.19430  -0.4849
C3 1.26966 -0.05027 -0.51908  -0.1492
H2 3.27100 0.47671 0.03142  0.2474
H3 1.97399 1.81866 -0.08578  0.2095
H4 0.20014 0.39554 -0.51640  0.0042
H5 1.23993 -1.20210 -0.65874  0.1757

Values from the calculation:
E_HOMO (eV): -9.4
LUMO (eV): -1.0192
Gap between HOMO and LUMO (eV): 8.379

---

Which structure is most stable? x), by 73.6 kcal/mol over the runner-up.

---

w) The following is a quantum chemistry calculation of a 2-piece molecular cluster, C2H2BrP overall, from OMol25.

Each line ends with the Mulliken charge.
CARTESIAN COORDINATES (ANGSTROEM)
C1 0.59397 0.85394 0.64456  -0.2772
C2 -0.34527 0.26750 -0.12313  -0.3011
P1 0.12747 2.03908 -0.63677  -0.0169
Br1 -0.50791 -3.24374 -1.09750  -0.1325
H1 1.17654 0.73641 1.44660  0.4210
H2 -1.04481 -0.65319 -0.23376  0.3066

Values from the calculation:
E_HOMO (spin up / spin down) (eV): -10.6 / -7.2
LUMO (spin up / spin down) (eV): -0.6967 / -3.7615
Gap between HOMO and LUMO (spin up / spin down) (eV): 9.900 / 3.439

---

x) The following is a quantum chemistry calculation of the molecule C2H2BrP, from OMol25.

Each line ends with the Mulliken charge.
CARTESIAN COORDINATES (ANGSTROEM)
Br1 -3.44618 0.27058 -0.02769  -0.2484
P1 -1.80662 -1.29994 0.03772  -0.0127
C1 -0.62625 -0.16545 -0.61420  -0.2902
C2 -0.36563 -0.36387 0.68881  -0.2825
H1 -0.39091 0.52078 -1.34441  0.3952
H2 0.38142 -0.20834 1.36025  0.4385

Values from the calculation:
E_HOMO (eV): -9.4
LUMO (eV): 0.6413
Gap between HOMO and LUMO (eV): 10.021

---

Which structure is most stable? x), by 66.3 kcal/mol over the runner-up.

---

w) The following is a quantum chemistry calculation of the molecule C20H24N2O6S2, from OMol25.

Each line ends with the Mulliken charge.
CARTESIAN COORDINATES (ANGSTROEM)
C1 -0.60865 2.78817 -7.03305  -1.4453
C2 -0.55759 1.73159 -5.97376  1.0351
C3 -1.66992 1.44872 -5.18950  -0.8734
C4 -1.61910 0.45777 -4.22290  -0.1853
C5 -0.44877 -0.25118 -4.04410  -0.0382
S1 -0.33515 -1.50959 -2.78596  1.5348
O1 -1.62837 -1.69816 -2.19364  -0.6803
O2 0.36253 -2.64640 -3.30468  -0.7624
N1 0.70486 -0.73189 -1.70724  0.2085
C6 1.77015 -1.52889 -1.13178  -1.1070
C7 1.22431 -2.38634 -0.00010  -0.6165
N2 0.63466 -1.52995 1.02001  0.1315
S2 0.05953 -2.50916 2.30622  1.4560
O3 1.10373 -3.45598 2.57202  -0.7893
O4 -1.24543 -3.01152 1.99722  -0.7221
C8 -0.02362 -1.39555 3.69750  0.0156
C9 -1.24324 -1.02723 4.22757  -0.1960
C10 -1.27397 -0.17280 5.31581  -0.8999
C11 -0.09499 0.31245 5.87292  0.9745
C12 -0.12743 1.21765 7.06558  -1.4962
C13 1.12258 -0.07838 5.32237  -0.7849
C14 1.16199 -0.93446 4.23632  -0.4993
C15 -0.43372 -0.70220 0.49720  -0.5016
O5 -0.90384 0.16214 1.49564  -0.3694
C16 0.01586 1.19727 1.80961  -0.2737
C17 0.34067 1.99704 0.55267  -0.6363
O6 0.90935 1.14233 -0.41704  -0.4842
C18 0.03418 0.09116 -0.74991  -0.3541
C19 0.67042 0.01169 -4.81118  -0.5244
C20 0.61229 1.00114 -5.77392  -0.8045
H1 0.26712 3.43118 -6.97536  0.3590
H2 -1.50232 3.39830 -6.93569  0.3511
H3 -0.61503 2.32449 -8.01910  0.3117
H4 -2.58331 2.00601 -5.33688  0.3299
H5 -2.47399 0.21550 -3.61145  0.5149
H6 2.16178 -2.15847 -1.92913  0.5950
H7 2.53678 -0.84097 -0.76850  0.3640
H8 2.00766 -2.96282 0.49190  0.5278
H9 0.46860 -3.07462 -0.40622  0.4219
H10 -2.14220 -1.41378 3.77637  0.4963
H11 -2.22300 0.11980 5.74041  0.3772
H12 0.66351 1.96192 7.00959  0.3752
H13 -1.08632 1.72259 7.14660  0.3740
H14 0.02620 0.63519 7.97409  0.3071
H15 2.04302 0.28798 5.75311  0.4013
H16 2.09360 -1.26510 3.80533  0.4623
H17 -1.29856 -1.32178 0.20890  0.6166
H18 -0.47958 1.80894 2.56432  0.4139
H19 0.93780 0.76791 2.21927  0.2094
H20 1.08797 2.76651 0.75042  0.4007
H21 -0.57616 2.45636 0.15437  0.3345
H22 -0.86860 0.50260 -1.23416  0.3164
H23 1.56237 -0.56999 -4.64598  0.4442
H24 1.47933 1.21280 -6.38210  0.3836

Values from the calculation:
E_HOMO (eV): -9.2
LUMO (eV): 0.5922
Gap between HOMO and LUMO (eV): 9.796

---

x) The following is a quantum chemistry calculation of a 2-piece molecular cluster, C20H24N2O6S2 overall, from OMol25.

Each line ends with the Mulliken charge.
CARTESIAN COORDINATES (ANGSTROEM)
O1 3.32041 0.22450 0.66993  -0.6011
C1 2.24568 0.42890 1.20658  0.5360
O2 2.10492 0.57630 2.54223  -0.4657
C2 0.98640 0.49661 0.35188  -0.2617
C3 0.98840 1.67515 -0.59046  0.1821
C4 0.78776 2.96888 -0.09740  -0.6025
C5 0.77189 4.07027 -0.96208  0.2955
C6 0.61146 5.46937 -0.41373  -1.1485
C7 1.95844 6.15241 -0.18109  0.6361
O3 2.00274 7.36273 -0.31402  -0.5841
O4 3.02772 5.41224 0.18991  -0.3988
C8 0.94599 3.86221 -2.33718  -0.7390
C9 1.15749 2.57427 -2.85384  1.2322
C10 1.36799 2.35476 -4.29237  -0.0167
C11 0.90279 3.16754 -5.30222  -0.4146
C12 1.27002 2.69363 -6.62792  -0.5061
C13 2.00846 1.53975 -6.58156  -0.4278
S1 2.27560 0.98660 -4.93648  -0.1237
C14 1.18310 1.49006 -1.96456  -0.7729
H1 3.00693 0.51108 2.89126  0.3525
H2 0.89018 -0.43804 -0.20519  0.0392
H3 0.11992 0.57264 1.01255  0.2760
H4 0.65928 3.11841 0.97089  0.4173
H5 0.06934 5.43873 0.53399  0.4118
H6 0.02318 6.07304 -1.11031  0.3276
H7 3.75836 6.04294 0.26861  0.3456
H8 0.94866 4.71690 -3.00520  0.4398
H9 0.31220 4.06280 -5.13674  0.3650
H10 0.99132 3.19996 -7.54821  0.3656
H11 2.38750 1.02053 -7.45590  0.4078
H12 1.34619 0.48647 -2.34298  0.4153
C15 -4.22175 -2.88726 2.49040  -0.8070
N1 -3.37089 -2.07731 1.61906  -0.1581
C16 -2.05886 -2.14803 1.34762  0.0460
O5 -1.60815 -1.29011 0.59674  -0.6806
C17 -1.09438 -3.25518 1.86374  0.3130
C18 -0.09431 -3.66403 0.76398  -0.6109
S2 1.04258 -4.97254 1.31789  -0.2078
N2 -1.69552 -4.47905 2.40756  -0.0114
C19 -1.88115 -4.70817 3.70579  0.7272
C20 -2.36472 -6.08718 4.08672  -1.2712
O6 -1.69159 -3.86276 4.56914  -0.6543
H13 -5.22995 -2.46946 2.50659  0.3339
H14 -4.27970 -3.91284 2.12283  0.2498
H15 -3.83628 -2.87506 3.51139  0.2657
H16 -3.82005 -1.29796 1.16224  0.3151
H17 -0.51750 -2.78270 2.66114  0.3137
H18 -0.64715 -4.02068 -0.10648  0.5113
H19 0.48658 -2.79140 0.46064  -0.0636
H20 1.71437 -4.24148 2.21539  0.1428
H21 -1.82876 -5.24750 1.77185  0.2753
H22 -3.28630 -6.31254 3.55443  0.3298
H23 -2.54856 -6.11073 5.15991  0.3387
H24 -1.59830 -6.81766 3.83304  0.3202

Values from the calculation:
E_HOMO (eV): -8.2
LUMO (eV): 0.4096
Gap between HOMO and LUMO (eV): 8.584

---

Which structure is most stable? x), by 61.9 kcal/mol over the runner-up.

---

w) The following is a quantum chemistry calculation of a 2-piece molecular cluster, C3H8NO2S overall, from OMol25.

Each line ends with the Mulliken charge.
CARTESIAN COORDINATES (ANGSTROEM)
C1 0.80942 0.94134 -0.15732  0.5138
C2 1.01988 1.83119 -1.10782  -0.8153
C3 0.08029 1.16496 1.11946  -1.1778
N1 -2.26081 -2.49235 -0.49049  -0.7925
O1 0.49488 -1.66369 0.23469  -0.6708
O2 2.72040 -0.64260 0.62463  -0.6339
S1 1.58165 -0.79166 -0.33037  0.3335
H1 1.56269 1.55577 -2.00071  0.2425
H2 0.69674 2.86595 -1.05148  0.2865
H3 -1.28789 -2.46909 -0.16693  0.4086
H4 -0.96194 0.85777 0.99829  0.2121
H5 0.10232 2.20774 1.44779  0.3675
H6 0.52387 0.52810 1.88534  0.2998
H7 -2.27756 -1.82817 -1.25995  0.2230
H8 -2.80394 -2.06528 0.25487  0.2029

Values from the calculation:
E_HOMO (eV): -3.5
LUMO (eV): 3.8956
Charge: -1
Gap between HOMO and LUMO (eV): 7.395

---

x) The following is a quantum chemistry calculation of a 2-piece molecular cluster, C3H8NO2S overall, from OMol25.

Each line ends with the Mulliken charge.
CARTESIAN COORDINATES (ANGSTROEM)
C1 1.21705 -1.69686 0.65709  -0.6204
S1 1.23223 -2.27324 -1.05739  -0.1777
C2 0.88209 -0.70033 -1.88690  -0.4314
H1 0.30234 -1.13670 0.83261  0.1364
H2 2.07605 -1.06243 0.86631  0.2329
H3 1.26916 -2.58171 1.29219  0.3068
H4 0.53060 -0.94443 -2.88775  0.3006
H5 0.10300 -0.17955 -1.32626  0.0025
H6 1.78376 -0.09107 -1.94332  0.2270
N1 -1.94884 2.42997 1.05226  -0.5398
C3 -1.14941 1.32519 0.63341  0.6380
O1 -1.66409 0.57715 -0.23265  -0.7714
O2 -0.00702 1.24588 1.14367  -0.7262
H7 -2.93493 2.28274 0.90702  0.2121
H8 -1.69199 2.80537 1.94972  0.2107

Values from the calculation:
E_HOMO (eV): -4.3
LUMO (eV): 3.4441
Charge: -1
Gap between HOMO and LUMO (eV): 7.733

---

y) The following is a quantum chemistry calculation of a 2-piece molecular cluster, C3H8NO2S overall, from OMol25.

Each line ends with the Mulliken charge.
CARTESIAN COORDINATES (ANGSTROEM)
N1 -1.68156 0.02413 -1.54566  -0.3826
C1 -2.34233 -0.18768 -0.33636  0.5420
O1 -3.64701 -0.69272 -0.59346  -0.5178
O2 -1.91204 0.01781 0.79264  -0.4670
H1 -0.68166 0.22836 -1.30483  0.0363
H2 -1.75021 -0.69290 -2.32104  0.2983
H3 -3.57197 -1.51597 -1.11085  0.3063
C2 1.52820 0.53113 1.42578  -1.0553
C3 2.50022 0.16299 0.28219  -0.3749
S1 1.60215 -0.12416 -1.27485  -0.6520
H4 0.93976 -0.33748 1.73831  0.2269
H5 0.78202 1.24043 1.07954  0.2798
H6 2.00500 0.96113 2.31206  0.3749
H7 3.09822 -0.67837 0.65880  0.2227
H8 3.13121 1.06331 0.19773  0.1623

Values from the calculation:
E_HOMO (eV): -2.7
LUMO (eV): 3.1586
Charge: -1
Gap between HOMO and LUMO (eV): 5.858

---

Which structure is most stable? x), by 21.1 kcal/mol over the runner-up.

---

w) The following is a quantum chemistry calculation of C2H5NOS2 as an isolated structure, from OMol25.

Each line ends with the Mulliken charge.
CARTESIAN COORDINATES (ANGSTROEM)
C1 -2.26714 0.22408 -0.09271  -0.7225
C2 0.69471 0.00775 -0.07316  0.6243
H1 -2.10259 1.30916 -0.77904  0.2540
H2 -2.83825 0.46057 1.09782  0.2466
H3 -3.18618 -0.42227 -0.39791  0.2778
H4 1.57833 -1.92103 0.50158  0.3408
H5 3.24175 1.14277 -0.02038  0.1754
N1 1.76409 -0.81891 0.03428  -0.3514
O1 0.64730 1.22548 -0.00084  -0.5434
S1 -0.91883 -0.94454 -0.13771  -0.1438
S2 3.38682 -0.26307 -0.13192  -0.1577

Values from the calculation:
E_HOMO (eV): -8.8
LUMO (eV): 0.2108
Gap between HOMO and LUMO (eV): 9.025

---

x) The following is a quantum chemistry calculation of the molecule C2H5NOS2, from OMol25.

Each line ends with the Mulliken charge.
CARTESIAN COORDINATES (ANGSTROEM)
O1 -0.41237 1.91029 -0.58981  -0.5175
C1 -0.14621 0.87739 0.07044  0.4953
C2 1.17515 0.24001 0.66068  -0.3906
S1 2.31301 -0.36695 -0.51407  -0.1930
N1 -1.16675 -0.14564 0.48062  -0.4093
S2 -2.71814 -0.34657 -0.32263  -0.1465
H1 0.69947 -0.61568 1.40366  0.2307
H2 1.90658 1.07985 1.34792  0.2994
H3 1.34812 -1.26969 -1.57840  0.1361
H4 -0.95115 -1.14695 0.64235  0.3418
H5 -2.04773 -0.21607 -1.60077  0.1536

Values from the calculation:
E_HOMO (eV): -9.5
LUMO (eV): -0.1427
Gap between HOMO and LUMO (eV): 9.369

---

y) The following is a quantum chemistry calculation of the molecule C2H5NOS2, from OMol25.

Each line ends with the Mulliken charge.
CARTESIAN COORDINATES (ANGSTROEM)
C1 -1.28521 1.44177 0.07042  -0.7110
O1 -0.06815 0.68587 -0.08240  -0.3788
C2 -0.14229 -0.62610 -0.03131  0.5157
S1 -1.56731 -1.49458 0.07221  -0.3804
N1 1.05995 -1.30665 -0.03450  -0.2495
S2 2.41027 -0.22048 0.13374  -0.1240
H1 -1.89644 1.28962 -0.80245  0.3485
H2 -1.01695 2.46765 0.13984  0.2320
H3 -1.82691 1.06871 0.98859  0.3280
H4 1.12250 -2.30025 0.13881  0.2798
H5 3.21052 -1.00557 -0.59293  0.1397

Values from the calculation:
E_HOMO (eV): -8.5
LUMO (eV): 0.5787
Gap between HOMO and LUMO (eV): 9.096

---

Which structure is most stable? y), by 40.2 kcal/mol over the runner-up.

---

w) The following is a quantum chemistry calculation of C8H8 as an isolated structure, from OMol25.

Each line ends with the Mulliken charge.
CARTESIAN COORDINATES (ANGSTROEM)
C1 -0.40032 -0.12673 -1.49135  -0.3952
C2 -1.57455 0.56869 -1.10394  -0.2461
C3 -1.86329 0.86376 0.24001  -0.1833
C4 -0.99228 0.59390 1.23616  -0.6869
C5 0.38821 0.19505 0.78950  -0.1179
C6 0.59082 -0.35624 -0.53153  0.2741
C7 2.43770 -0.60035 0.25068  -0.8474
C8 1.46661 -1.21804 0.70754  -0.2113
H1 -0.21643 -0.54961 -2.53567  0.2833
H2 -2.31030 0.89682 -1.93126  0.2427
H3 -2.79778 1.51043 0.20677  0.2433
H4 -1.39163 0.97316 2.26919  0.2402
H5 1.07288 0.00982 1.56355  0.3190
H6 1.63022 -0.72673 -1.03296  0.1739
H7 3.30436 -0.13749 -0.03195  0.4969
H8 0.39122 -1.49660 0.90993  0.4146

Values from the calculation:
E_HOMO (eV): -6.6
LUMO (eV): -0.1374
Gap between HOMO and LUMO (eV): 6.487

---

x) The following is a quantum chemistry calculation of the molecule C8H8, from OMol25.

Each line ends with the Mulliken charge.
CARTESIAN COORDINATES (ANGSTROEM)
C1 2.76676 0.44310 0.05077  -0.1853
C2 2.46211 1.10343 1.08764  -0.3229
C3 1.88495 -0.48610 -0.34604  0.0288
C4 0.47758 -0.67028 -0.21107  -0.0576
C5 1.36775 -1.84465 0.10166  -0.5720
C6 -0.56826 0.17966 -0.15844  1.1045
C7 -0.66477 1.43572 -0.84831  -1.3938
C8 -1.82905 -0.04497 0.62592  -1.3657
H1 1.19028 -2.64698 -0.56938  0.2419
H2 1.53892 -2.19644 1.05481  0.3132
H3 0.10713 1.58844 -1.57151  0.3776
H4 -0.76300 2.38537 -0.28725  0.3344
H5 -1.65809 1.24035 -1.33708  0.3871
H6 -1.49911 -0.64972 1.44775  0.4084
H7 -2.53736 -0.73484 0.07574  0.3085
H8 -2.27584 0.89792 0.88479  0.3930

Values from the calculation:
E_HOMO (eV): -9.0
LUMO (eV): -0.8248
Gap between HOMO and LUMO (eV): 8.201

---

Which structure is most stable? x), by 145.5 kcal/mol over the runner-up.